No. 1
{
  "formula": "C3H4N2O2",
  "method": "the ωB97M-V functional and the def2-TZVPD basis",
  "species": ["C", "N", "N", "C", "O", "C", "O", "H", "H", "H", "H"],
  "coordinates": [[-1.314, -1.353, 0.301], [-1.097, -0.317, -0.454], [0.007, 0.393, -0.118], [1.236, -0.101, 0.560], [1.447, -1.158, 1.091], [0.103, 1.614, -0.742], [-0.526, 1.963, -1.799], [-2.235, -1.925, 0.064], [-0.635, -1.859, 1.072], [1.967, 0.599, 0.273], [1.047, 2.143, -0.248]],
  "charge": 0,
  "relative_energy_ev": 3.9146,
  "fmax_ha_per_bohr": 0.11395,
  "multiplicity": 1,
  "smiles": "C=NN(C=O)C=O"
}

=====

No. 2
{
  "formula": "C2H2FNO2",
  "method": "the ωB97M-V functional and the def2-TZVPD basis",
  "species": ["O", "C", "N", "F", "C", "O", "H", "H"],
  "coordinates": [[1.394, -1.637, -0.188], [1.444, -0.497, -0.331], [1.695, 0.560, -0.838], [1.075, 1.772, -0.776], [-1.477, -0.072, 0.562], [-1.507, -0.554, -0.496], [-0.863, -0.546, 1.284], [-1.760, 0.975, 0.783]],
  "charge": 0,
  "relative_energy_ev": 4.7842,
  "fmax_ha_per_bohr": 0.07921,
  "multiplicity": 1,
  "smiles": "O=C=NF.C=O"
}

=====

No. 3
{
  "formula": "C3H4N2S2",
  "method": "the ωB97M-V functional and the def2-TZVPD basis",
  "species": ["S", "C", "N", "N", "C", "C", "S", "H", "H", "H", "H"],
  "coordinates": [[2.148, -1.353, -0.097], [0.969, -0.223, -0.083], [1.089, 1.070, -0.396], [-0.071, 1.808, -0.349], [-0.945, 1.020, 0.098], [-0.444, -0.356, 0.418], [-1.451, -1.631, -0.398], [1.856, 1.524, -0.834], [-1.954, 1.305, 0.296], [-0.630, -0.545, 1.504], [-0.568, -2.618, -0.160]],
  "charge": 0,
  "relative_energy_ev": 1.4817,
  "fmax_ha_per_bohr": 0.02735,
  "multiplicity": 1,
  "smiles": "S=C1NN=C[C@H]1S"
}

=====

No. 4
{
  "formula": "C5H15O3",
  "method": "the ωB97M-V functional and the def2-TZVPD basis",
  "species": ["C", "O", "C", "C", "C", "C", "H", "H", "H", "H", "H", "H", "H", "H", "H", "H", "H", "H", "H", "O", "H", "H", "O"],
  "coordinates": [[-1.152, -0.468, -0.955], [-0.388, -1.574, -0.724], [-0.467, 0.854, -0.475], [0.466, 1.510, -1.495], [1.349, 2.570, -0.836], [-0.266, 2.053, -2.716], [-1.404, -0.338, -2.039], [-2.179, -0.494, -0.515], [0.129, 0.544, 0.386], [-1.255, 1.533, -0.194], [1.121, 0.712, -1.855], [1.810, 3.195, -1.598], [0.803, 3.134, -0.081], [2.077, 2.034, -0.222], [-1.086, 2.742, -2.436], [-0.811, 1.286, -3.259], [0.396, 2.631, -3.351], [0.597, -1.470, 4.560], [1.454, -2.503, 5.243], [1.286, -2.125, 4.371], [-0.711, -1.981, 0.638], [-0.459, -2.755, 2.166], [-1.055, -2.283, 1.584]],
  "charge": -1,
  "relative_energy_ev": 0.7810,
  "fmax_ha_per_bohr": 0.02507,
  "multiplicity": 1
}

=====

No. 5
{
  "formula": "C13H27GeN2O4PdS",
  "method": "the ωB97M-V functional and the def2-TZVPD basis",
  "species": ["Pd", "O", "S", "O", "O", "O", "C", "C", "C", "C", "N", "N", "C", "H", "H", "H", "H", "H", "H", "H", "H", "C", "C", "C", "C", "Ge", "C", "C", "C", "C", "H", "H", "H", "H", "H", "H", "H", "H", "H", "H", "H", "H", "H", "H", "H", "H", "H", "H", "H"],
  "coordinates": [[0.835, 0.181, 0.340], [1.904, -2.182, -2.667], [1.292, -1.177, -1.898], [2.186, -0.204, -1.124], [0.305, -1.630, -0.879], [0.513, -0.178, -2.825], [-1.461, 1.801, 5.071], [-0.900, 0.855, 4.069], [-0.530, -0.471, 4.172], [-0.068, -0.855, 2.910], [-0.166, 0.186, 2.074], [-0.649, 1.219, 2.801], [0.464, -2.176, 2.467], [-1.745, 1.260, 5.970], [-2.345, 2.309, 4.684], [-0.724, 2.556, 5.346], [-0.592, -1.090, 5.050], [-0.849, 2.099, 2.357], [0.270, -2.925, 3.231], [1.545, -2.136, 2.315], [0.000, -2.500, 1.536], [-0.861, 2.675, -5.910], [-0.864, 2.830, -4.396], [0.543, 2.875, -3.807], [0.552, 2.779, -2.276], [-0.270, 1.106, -1.772], [-2.120, 0.635, -1.455], [-2.615, -0.397, -2.479], [-4.133, -0.570, -2.416], [-4.901, 0.618, -2.982], [-1.873, 2.676, -6.312], [-0.378, 1.743, -6.205], [-0.315, 3.496, -6.378], [-1.433, 1.992, -3.957], [-1.409, 3.733, -4.109], [1.033, 3.809, -4.089], [1.146, 2.069, -4.231], [-0.024, 3.585, -1.816], [1.561, 2.796, -1.865], [1.347, 1.548, 0.705], [-2.681, 1.572, -1.505], [-2.206, 0.245, -0.440], [-2.115, -1.346, -2.286], [-2.333, -0.100, -3.494], [-4.433, -0.754, -1.380], [-4.395, -1.471, -2.974], [-4.730, 1.533, -2.410], [-5.974, 0.431, -2.970], [-4.611, 0.811, -4.017]],
  "charge": 1,
  "relative_energy_ev": 0.1784,
  "fmax_ha_per_bohr": 0.01119,
  "multiplicity": 1
}

=====

No. 6
{
  "formula": "C33H36Cl5NOP2S4Ta",
  "method": "the ωB97M-V functional and the def2-TZVPD basis",
  "species": ["Ta", "C", "C", "C", "P", "C", "C", "C", "C", "C", "C", "C", "C", "C", "N", "C", "C", "C", "C", "C", "C", "P", "C", "C", "C", "C", "C", "C", "H", "H", "H", "H", "H", "H", "H", "H", "H", "H", "H", "H", "H", "H", "H", "H", "H", "H", "H", "H", "H", "H", "H", "H", "H", "H", "H", "H", "H", "H", "H", "H", "H", "H", "H", "H", "O", "C", "S", "C", "C", "S", "S", "S", "Cl", "C", "C", "C", "Cl", "C", "Cl", "C", "Cl", "C", "Cl"],
  "coordinates": [[-0.861, -0.340, 0.274], [-1.230, -1.611, -3.981], [-0.179, -2.330, -3.132], [0.896, -2.941, -4.041], [0.485, -1.272, -1.812], [1.699, -0.043, -2.453], [1.145, 0.783, -3.616], [3.075, -0.616, -2.801], [1.388, -2.326, -0.662], [1.706, -3.676, -0.844], [2.417, -4.347, 0.129], [2.803, -3.678, 1.296], [2.448, -2.362, 1.509], [1.726, -1.689, 0.526], [1.168, -0.382, 0.734], [2.031, 0.577, 1.350], [3.417, 0.459, 1.259], [4.230, 1.370, 1.912], [3.679, 2.410, 2.651], [2.303, 2.559, 2.676], [1.469, 1.657, 2.015], [-0.284, 1.956, 1.682], [-1.147, 2.200, 3.280], [-0.863, 3.513, 4.012], [-0.865, 1.001, 4.187], [-0.115, 3.614, 0.891], [0.824, 3.615, -0.314], [-1.431, 4.307, 0.561], [-1.769, -2.341, -4.586], [-0.754, -0.908, -4.663], [-1.954, -1.065, -3.385], [-0.673, -3.130, -2.565], [1.252, -2.195, -4.752], [0.449, -3.751, -4.619], [1.762, -3.341, -3.517], [1.823, 0.616, -1.587], [1.139, 0.201, -4.538], [1.797, 1.642, -3.781], [0.137, 1.164, -3.452], [3.061, -1.139, -3.755], [3.461, -1.299, -2.042], [3.782, 0.210, -2.890], [1.405, -4.196, -1.743], [2.676, -5.387, -0.013], [3.355, -4.210, 2.060], [2.687, -1.870, 2.442], [3.866, -0.341, 0.687], [5.305, 1.265, 1.838], [4.314, 3.114, 3.170], [1.877, 3.407, 3.194], [-2.204, 2.167, 3.004], [0.151, 3.547, 4.410], [-1.536, 3.586, 4.868], [-1.025, 4.397, 3.399], [0.185, 0.971, 4.483], [-1.119, 0.053, 3.709], [-1.469, 1.078, 5.092], [0.378, 4.167, 1.696], [0.389, 3.061, -1.150], [1.807, 3.203, -0.086], [0.966, 4.647, -0.642], [-1.798, 3.990, -0.412], [-1.266, 5.385, 0.506], [-2.223, 4.128, 1.291], [-5.964, 4.336, -0.055], [-5.118, 3.500, -0.010], [-4.927, 2.353, 1.352], [-3.578, 1.480, 0.675], [-3.114, 1.900, -0.509], [-1.776, 1.127, -1.375], [-3.947, 3.205, -1.324], [-3.047, 0.042, 1.523], [-4.101, -1.403, -1.754], [-3.185, -2.567, -0.860], [-2.108, -2.173, -0.066], [-1.716, -3.115, 0.859], [-0.693, -2.433, 2.143], [-2.136, -4.429, 0.956], [-1.507, -5.463, 2.168], [-3.088, -4.839, 0.030], [-3.627, -6.463, 0.036], [-3.637, -3.893, -0.852], [-4.902, -4.396, -1.896]],
  "charge": 1,
  "relative_energy_ev": 0.3858,
  "fmax_ha_per_bohr": 0.01456,
  "multiplicity": 1
}

=====

No. 7
{
  "formula": "C3H10O3S",
  "method": "the ωB97M-V functional and the def2-TZVPD basis",
  "species": ["O", "C", "C", "C", "S", "H", "H", "H", "H", "H", "H", "O", "H", "H", "O", "H", "H"],
  "coordinates": [[2.188, -0.280, 1.258], [1.480, 0.430, 0.596], [-0.022, 0.238, 0.532], [-0.755, -0.843, -0.258], [-2.246, -0.302, -1.227], [1.888, 1.295, 0.041], [-0.522, 1.149, 0.159], [-0.362, 0.243, 1.571], [-0.168, -1.521, -0.866], [-1.307, -1.434, 0.469], [-1.611, 0.094, -2.345], [0.552, -2.506, 1.899], [1.464, -2.143, 1.893], [0.661, -3.327, 2.423], [-0.604, 2.792, -2.335], [-0.322, 3.724, -2.301], [-0.314, 2.391, -1.508]],
  "charge": 0,
  "relative_energy_ev": 0.8570,
  "fmax_ha_per_bohr": 0.03977,
  "multiplicity": 1,
  "smiles": "O=CCCS.O.O"
}

=====

No. 8
{
  "formula": "C4H4N2O2",
  "method": "the ωB97M-V functional and the def2-TZVPD basis",
  "species": ["C", "N", "O", "C", "O", "N", "C", "C", "H", "H", "H", "H"],
  "coordinates": [[1.313, 0.745, -0.259], [1.871, -0.413, -0.635], [1.073, -1.466, -0.394], [-0.015, -1.049, 0.475], [-1.289, -1.395, -0.288], [-1.817, -0.225, -0.770], [-1.212, 0.757, -0.257], [0.042, 0.476, 0.464], [1.922, 1.616, -0.717], [-0.152, -1.743, 1.401], [-1.632, 1.800, -0.546], [-0.104, 0.896, 1.526]],
  "charge": 0,
  "relative_energy_ev": 5.2575,
  "fmax_ha_per_bohr": 0.09018,
  "multiplicity": 1,
  "smiles": "C1=NO[C@H]2ON=C[C@@H]12"
}

=====

| no. | frontier orbital gap (eV) | DFT total energy (hartree) | HOMO (eV) |
| --- | --- | --- | --- |
| 1 | 10.445 | -376.61994 | -10.2 |
| 2 | 10.255 | -382.35461 | -10.5 |
| 3 | 8.605 | -1022.56120 | -8.8 |
| 4 | 6.309 | -425.22041 | -3.1 |
| 5 | 8.533 | -3524.77978 | -13.1 |
| 6 | 5.642 | -6042.42501 | -10.2 |
| 7 | 9.667 | -744.17046 | -9.2 |
| 8 | 10.457 | -414.65297 | -9.9 |